# 1
Density functional theory data (ωB97M-V with the def2-TZVPD basis set) for a molecular structure, C22H22N4NiO2 in a non-equilibrium geometry.

Geometry as XYZ:
```
51
Properties=species:S:1:pos:R:3:forces:R:3
Ni 0.073 -0.077 -0.061 0.8102 0.0474 -0.0468
O -0.581 2.811 -3.289 0.1188 -0.0387 0.0879
C -1.907 2.624 -3.334 -0.1860 -0.1882 0.1726
C -2.640 3.433 -4.203 -0.0259 0.0735 -0.0823
C -4.011 3.309 -4.289 0.1253 0.0079 0.0256
C -4.686 2.368 -3.516 -0.1445 -0.0580 0.0138
C -3.976 1.558 -2.659 -0.0167 0.0320 -0.0319
C -2.585 1.667 -2.546 0.0033 0.2546 -0.2342
C -1.859 0.819 -1.607 0.8107 -0.2416 0.2414
O -0.570 0.941 -1.513 -0.7343 0.3870 -0.3974
N -2.529 -0.071 -0.879 -1.1391 -0.0235 -0.1411
N -1.694 -0.664 -0.038 0.9229 -0.7342 0.0814
C -1.908 -1.712 0.683 -0.9380 0.5013 -0.5754
C -0.765 -2.148 1.436 0.9751 -0.3463 0.6117
C -0.821 -3.131 2.428 -0.3814 0.1747 -0.3618
C 0.313 -3.455 3.135 0.4657 0.1049 0.0564
C 1.507 -2.802 2.832 -0.3290 -0.2597 0.1596
C 1.504 -1.853 1.831 0.2617 0.2349 -0.1809
N 0.414 -1.519 1.142 -0.7385 -0.4546 0.2702
H -0.216 2.181 -2.627 -0.0282 0.0126 -0.0837
H -2.098 4.155 -4.799 -0.0099 0.0072 0.0148
H -4.562 3.955 -4.961 0.0013 -0.0129 -0.0198
H -5.761 2.270 -3.590 0.0086 0.0044 0.0045
H -4.480 0.818 -2.052 0.0310 0.0054 0.0065
H -2.855 -2.243 0.681 -0.0317 0.0587 0.1068
H -1.769 -3.614 2.625 0.0203 0.0067 0.0444
H 0.284 -4.196 3.922 -0.0358 -0.0297 -0.0287
H 2.420 -3.029 3.362 0.0243 0.0195 -0.0287
H 2.411 -1.329 1.555 -0.0474 0.0428 -0.0294
C -1.139 2.564 1.094 0.0248 -0.0286 -0.0741
N -0.154 1.566 1.516 0.1168 0.4863 0.4138
C -0.556 1.035 2.818 0.0140 -0.0254 -0.1079
C 1.198 2.169 1.589 0.0954 -0.1803 -0.1749
C 2.204 1.562 0.624 0.0769 -0.0639 -0.0714
C 3.495 2.086 0.607 -0.0627 0.0250 0.0519
C 4.453 1.572 -0.250 0.0631 0.0603 0.0206
C 4.119 0.531 -1.104 0.0046 -0.0841 -0.0657
C 2.833 0.006 -1.088 0.0439 0.0325 0.0547
C 1.856 0.504 -0.225 -0.1169 0.1856 0.2304
H -1.227 3.372 1.834 -0.0019 0.0140 -0.0005
H -2.118 2.098 0.978 -0.0067 -0.0413 -0.0179
H -0.846 2.996 0.138 0.0106 -0.0298 -0.0150
H -0.659 1.837 3.562 -0.0014 -0.0143 0.0375
H 0.181 0.319 3.178 0.0163 -0.0115 -0.0053
H -1.518 0.526 2.729 -0.0105 -0.0031 -0.0232
H 1.584 2.062 2.607 -0.0311 0.0632 0.0256
H 1.128 3.242 1.389 -0.0174 0.0231 0.0799
H 3.749 2.905 1.274 0.0278 -0.0021 -0.0188
H 5.454 1.986 -0.257 -0.0072 -0.0069 -0.0065
H 4.859 0.127 -1.785 0.0039 0.0143 0.0108
H 2.593 -0.808 -1.764 -0.0352 -0.0010 0.0005
```
Positions in Å, forces in eV/Å.

Results
Kohn-Sham gap (alpha / beta) ... 6.99 / 6.85 eV
ΔE to the lowest compared entry with this formula, charge and spin ... 0.0 kJ/mol
LUMO level (alpha / beta) ... -0.7 / -0.8 eV
Multiplicity ... 1

=====

# 2
Density functional theory data (ωB97M-V with the def2-TZVPD basis set) for a single C22H22N4O2 molecule in a non-equilibrium geometry.

Geometry as XYZ:
```
50
Properties=species:S:1:pos:R:3:forces:R:3
C -2.971 -3.213 1.825 0.1502 -0.0627 0.1910
H -2.107 -3.773 1.451 -0.0190 0.0353 0.0173
O -3.820 -2.815 0.775 -0.1598 0.1533 -0.3060
C -3.336 -1.935 -0.144 -0.0441 0.0551 -0.1381
C -2.041 -1.436 -0.151 -0.0651 -0.1285 0.1378
C -1.652 -0.514 -1.118 -0.3749 -0.2376 -0.1287
C -2.548 -0.118 -2.104 0.2500 0.0229 0.0650
C -3.833 -0.633 -2.105 -0.0899 -0.0268 0.0442
C -4.233 -1.525 -1.132 0.0087 -0.0975 0.1499
H -5.235 -1.923 -1.114 -0.1212 -0.0489 0.0030
H -4.532 -0.332 -2.872 -0.0620 0.0093 -0.0549
H -2.237 0.568 -2.876 0.0425 0.0755 -0.0651
C -0.291 0.012 -1.077 0.7059 0.3711 -0.0432
N 0.737 -0.792 -0.873 -0.2894 -0.5908 0.0619
N 1.839 -0.036 -0.902 -0.6154 0.7098 -0.2546
C 1.522 1.268 -1.105 -0.3786 -0.0855 -0.2346
C 0.155 1.356 -1.217 0.3302 -0.1307 -0.1994
C -0.628 2.631 -1.290 0.0367 0.1630 0.0646
N -1.292 3.038 -0.059 0.0957 0.1440 -0.0692
C -2.578 2.422 0.193 -0.1278 -0.1164 0.0305
H -3.072 2.986 0.984 -0.1027 -0.0136 0.0612
H -3.183 2.484 -0.709 -0.0717 0.0100 -0.0243
H -2.509 1.376 0.507 -0.1454 0.0844 -0.0627
C -0.436 3.075 1.108 -0.3422 0.1829 -0.0629
C 0.001 1.749 1.664 0.4048 -0.5584 0.3297
N -0.835 0.804 2.007 -0.7880 0.7664 -0.1694
O -0.107 -0.254 2.445 0.3844 -0.5284 0.2565
C 1.190 0.054 2.378 0.2229 0.7679 -0.2739
C 1.337 1.317 1.898 -0.1811 -0.5877 0.3874
H 2.243 1.861 1.731 0.2335 0.0819 -0.0451
H 1.891 -0.696 2.687 0.0722 -0.1838 0.0701
H -0.985 3.611 1.890 0.1447 0.0312 -0.0366
H 0.457 3.653 0.855 -0.0122 -0.0103 0.1127
H 0.067 3.437 -1.559 -0.0612 -0.0829 -0.1064
H -1.394 2.574 -2.064 0.0640 0.0885 -0.0033
H 2.259 2.043 -1.149 0.1770 0.1493 0.0355
C 3.090 -0.609 -0.674 0.6641 -0.4867 0.1826
C 4.266 0.125 -0.796 -0.2511 0.0524 -0.0239
C 5.483 -0.480 -0.542 0.0456 -0.0583 0.0386
C 5.542 -1.812 -0.169 0.1210 -0.0421 0.0162
C 4.371 -2.545 -0.054 0.0911 0.0699 -0.0084
C 3.150 -1.951 -0.303 -0.1565 0.0874 -0.0170
H 2.227 -2.501 -0.222 -0.0276 -0.0582 0.0130
H 4.410 -3.585 0.233 -0.0147 -0.0842 0.0193
H 6.496 -2.277 0.027 0.0825 -0.0377 0.0127
H 6.392 0.095 -0.640 0.0599 0.0504 -0.0125
H 4.241 1.161 -1.096 -0.0181 0.1001 -0.0394
H -1.317 -1.730 0.590 0.0428 -0.0154 0.1228
H -2.622 -2.354 2.406 0.0048 -0.0267 -0.0252
H -3.572 -3.862 2.460 0.0847 0.0376 -0.0186
```
Positions in Å, forces in eV/Å.

Results
Kohn-Sham gap ... 8.69 eV
SMILES string ... COc1cccc(-c2nn(-c3ccccc3)cc2CN(C)Cc2ccon2)c1
ΔE to the lowest compared entry with this formula, charge and spin ... 349.6 kJ/mol
LUMO level ... 0.7 eV
Multiplicity ... 1

=====

# 3
Density functional theory data (ωB97M-V with the def2-TZVPD basis set) for a single C22H22N4O5S2 molecule in a non-equilibrium geometry.

Geometry as XYZ:
```
55
Properties=species:S:1:pos:R:3:forces:R:3
C -0.822 -6.469 0.347 -0.2024 0.4127 -0.0045
C -1.651 -5.240 0.686 -0.0145 -0.3296 0.2076
O -1.445 -4.287 -0.338 0.1056 0.0004 -0.1746
C -2.030 -3.067 -0.236 -0.1558 0.3047 -0.0441
C -2.868 -2.663 0.797 0.1979 -0.3810 -0.0081
C -3.399 -1.384 0.804 -0.0057 0.2934 -0.2071
C -3.106 -0.485 -0.212 0.0377 -0.3984 0.0132
C -2.276 -0.894 -1.255 0.0052 -0.0037 -0.0462
C -1.751 -2.166 -1.266 -0.0365 -0.2147 0.2029
H -1.106 -2.486 -2.068 0.1023 -0.0288 -0.1172
H -2.055 -0.220 -2.065 0.0167 0.0512 -0.0489
N -3.601 0.831 -0.152 -0.0538 0.0246 0.1422
C -3.766 1.681 -1.202 -0.3051 0.2639 -0.0489
O -3.627 1.425 -2.377 0.1056 -0.0256 -0.2627
C -4.127 3.051 -0.625 0.0849 -0.0090 0.0083
H -3.701 3.862 -1.215 -0.0102 -0.0761 -0.0684
C -3.622 2.968 0.810 -0.0216 0.0138 0.1653
C -2.124 3.208 1.013 -0.5180 0.0747 -0.1466
O -1.694 3.601 2.072 0.1126 0.0225 0.2457
N -1.349 2.844 -0.051 -0.0473 0.0576 -0.4500
C 0.012 2.550 -0.072 0.4516 -0.0918 0.1523
C 0.538 2.066 -1.274 0.1413 0.0059 0.0561
C 1.854 1.659 -1.342 -0.1319 0.0846 -0.0615
C 2.640 1.727 -0.206 0.6622 -0.1098 0.1340
C 2.144 2.232 0.980 0.0745 0.0187 -0.1189
C 0.830 2.659 1.051 -0.0720 0.0943 0.0931
H 0.428 3.051 1.970 0.0134 0.0034 0.0031
H 2.791 2.264 1.841 -0.0040 0.0194 0.1672
S 4.286 1.044 -0.253 -0.1252 -0.3878 -0.6848
O 5.082 1.655 -1.270 -0.1357 0.0044 -0.2175
O 4.800 0.942 1.074 -0.3562 -0.0506 0.2233
N 3.998 -0.521 -0.841 0.7099 1.0443 -0.0320
C 3.018 -1.318 -0.336 -0.7073 -0.1258 1.2632
N 2.445 -2.278 -0.974 0.6253 0.2432 -0.8516
C 1.507 -2.893 -0.206 -0.1903 0.0018 0.5304
C 1.349 -2.384 1.037 0.1711 0.1605 0.0171
S 2.444 -1.062 1.299 -0.2153 -0.8024 -0.3499
H 0.676 -2.690 1.810 -0.2245 -0.0851 0.1590
H 0.956 -3.711 -0.629 -0.1683 -0.1509 0.0365
H 4.267 -0.704 -1.796 0.0729 0.1653 -0.1366
H 2.272 1.278 -2.260 -0.0422 -0.0750 -0.1592
H -0.096 1.995 -2.147 -0.0764 -0.0127 -0.1101
H -1.817 2.626 -0.919 0.0806 0.0707 0.1734
H -4.158 3.616 1.505 0.1274 -0.0637 -0.0448
C -3.860 1.478 1.122 -0.1609 0.1058 0.2922
H -3.184 1.099 1.892 -0.0673 0.0057 -0.0491
H -4.896 1.312 1.442 0.0985 0.0037 0.0679
H -5.213 3.160 -0.644 0.0044 -0.0075 -0.0123
H -4.054 -1.100 1.613 -0.0646 0.0501 0.0867
H -3.121 -3.332 1.604 0.0034 -0.0851 0.0570
H -1.337 -4.827 1.655 -0.0940 0.0084 -0.0788
H -2.716 -5.505 0.745 0.0980 0.1027 0.0348
H 0.233 -6.209 0.315 0.1201 -0.0224 0.0088
H -1.115 -6.856 -0.624 -0.0184 -0.0821 -0.0780
H -0.976 -7.237 1.099 0.0026 -0.0932 0.0714
```
Positions in Å, forces in eV/Å.

Results
Kohn-Sham gap ... 8.60 eV
SMILES string ... CCOc1ccc(N2C[C@@H](C(=O)Nc3ccc(S(=O)(=O)Nc4nccs4)cc3)CC2=O)cc1
ΔE to the lowest compared entry with this formula, charge and spin ... 0.0 kJ/mol
LUMO level ... 0.2 eV
Multiplicity ... 1

=====

# 4
Density functional theory data (ωB97M-V with the def2-TZVPD basis set) for a single C22H22N4OS molecule in a non-equilibrium geometry.

Geometry as XYZ:
```
50
Properties=species:S:1:pos:R:3:forces:R:3
C -4.661 1.483 3.170 0.0666 -0.0464 -0.1614
H -4.518 2.515 3.476 0.0043 0.1203 0.0605
H -5.731 1.291 3.109 -0.1421 -0.0109 0.0046
H -4.238 0.838 3.937 0.0216 -0.0536 0.1081
C -3.996 1.203 1.815 -0.2019 -0.0356 -0.0046
C -2.505 1.470 1.932 0.0687 -0.0166 -0.0067
C -2.060 2.752 2.249 0.0043 -0.0029 -0.0134
C -0.715 3.046 2.346 0.2568 -0.0915 -0.0153
C 0.235 2.059 2.110 -0.5664 -0.1191 0.3450
C -0.196 0.768 1.828 0.1247 0.1863 0.2039
C -1.544 0.482 1.743 -0.0191 -0.0161 0.0240
H -1.831 -0.532 1.520 -0.0806 -0.1262 -0.0283
H 0.523 -0.027 1.685 0.0686 -0.0593 -0.0806
C 1.674 2.381 2.218 0.1300 -0.0444 -0.0314
O 2.189 2.972 3.136 -0.0556 0.1238 0.0661
N 2.470 1.899 1.184 0.6042 0.1084 0.5097
C 2.044 1.472 -0.037 0.4930 -0.7523 -1.1734
N 0.945 1.814 -0.611 0.1733 1.0312 1.2379
N 0.739 1.210 -1.771 -0.6078 -0.5307 -1.3367
C 1.666 0.409 -2.138 0.8199 0.0210 0.3469
C 1.624 -0.449 -3.347 0.0320 -0.3346 -0.1113
C 1.538 -1.883 -2.920 0.2713 -0.0680 -0.3101
C 2.410 -2.889 -3.214 -0.0603 0.3790 -0.1223
N 2.007 -4.049 -2.612 0.2479 -0.3920 -0.0329
C 0.865 -3.810 -1.904 -0.4167 0.3746 0.1902
C 0.089 -4.661 -1.126 -0.0108 -0.1061 0.0312
C -1.025 -4.127 -0.517 0.0573 -0.1585 0.0139
C -1.364 -2.779 -0.674 -0.1547 0.1440 0.0572
C -0.601 -1.928 -1.441 -0.0207 -0.0205 0.0196
C 0.533 -2.444 -2.071 0.1042 -0.4669 0.0336
H -0.867 -0.888 -1.554 -0.0551 0.1032 0.0047
H -2.251 -2.408 -0.182 -0.0852 0.0616 0.0417
H -1.652 -4.759 0.094 -0.0350 -0.0641 0.0419
H 0.352 -5.701 -1.007 -0.0038 -0.1058 0.0329
H 2.477 -4.935 -2.682 -0.0560 0.1103 0.0106
H 3.295 -2.862 -3.821 0.1527 0.0036 -0.1033
H 0.745 -0.162 -3.928 0.0824 0.0830 0.0014
H 2.521 -0.300 -3.951 -0.0800 0.0472 -0.0751
S 2.995 0.313 -0.980 -0.8966 0.4440 0.1218
H 3.469 1.963 1.338 -0.2264 0.0798 0.0713
H -0.387 4.045 2.589 0.0237 0.1026 0.0375
H -2.772 3.545 2.422 -0.0964 0.0770 0.0073
C -4.307 -0.241 1.415 0.0813 0.2381 0.0817
H -3.868 -0.478 0.449 0.0601 -0.1023 -0.1156
H -5.385 -0.371 1.334 -0.0906 -0.0052 -0.0068
H -3.942 -0.944 2.160 0.0540 -0.1323 0.0421
C -4.585 2.131 0.742 0.0573 -0.1173 0.1176
H -5.646 1.927 0.613 -0.1355 -0.0081 -0.0141
H -4.471 3.176 1.014 0.0081 0.1366 0.0054
H -4.082 1.969 -0.209 0.0290 0.0115 -0.1272
```
Positions in Å, forces in eV/Å.

Results
Kohn-Sham gap ... 8.60 eV
SMILES string ... CC(C)(C)c1ccc(C(=O)Nc2nnc(Cc3c[nH]c4ccccc34)s2)cc1
ΔE to the lowest compared entry with this formula, charge and spin ... 55.8 kJ/mol
LUMO level ... 0.4 eV
Multiplicity ... 1

=====

# 5
Density functional theory data (ωB97M-V with the def2-TZVPD basis set) for a molecular structure, C22H22N6O2Sn.

Geometry as XYZ:
```
53
Properties=species:S:1:pos:R:3:forces:R:3
Sn -1.671 0.893 0.067 0.3746 0.0715 -0.0372
C -1.019 0.204 4.684 0.0497 0.0250 -0.0239
C -1.563 0.385 3.421 -0.0306 0.0262 -0.1208
N -0.798 0.328 2.332 -0.1674 -0.2107 -0.0596
C 0.511 0.093 2.475 -0.1109 -0.0001 0.2568
C 1.030 -0.115 3.753 -0.0288 0.0480 -0.1073
N 0.272 -0.054 4.836 -0.0030 -0.0161 0.1108
C 1.321 0.035 1.239 0.1969 -0.0220 -0.0716
C 2.698 -0.119 1.264 -0.0596 -0.0187 -0.0389
C 3.406 -0.199 0.067 -0.1174 -0.0644 0.0375
C 2.673 -0.177 -1.120 -0.0601 0.0454 0.0436
C 1.299 -0.024 -1.074 0.1946 0.0257 0.0928
N 0.642 0.120 0.086 -0.2950 -0.1707 0.0325
C 0.456 -0.075 -2.288 -0.1661 -0.0115 -0.2554
C 0.956 -0.249 -3.579 -0.0132 0.0436 0.1029
N 0.160 -0.386 -4.627 -0.0025 -0.0328 -0.1182
C -1.150 -0.348 -4.431 0.0698 0.0298 0.0510
C -1.670 -0.127 -3.163 -0.0613 0.0646 0.0790
N -0.868 0.007 -2.108 -0.1411 -0.1217 0.1157
C 4.875 -0.302 0.053 0.2114 0.1459 -0.1267
C 5.602 0.453 -0.866 -0.0407 -0.0682 0.0182
C 6.987 0.381 -0.835 -0.1451 -0.0071 0.0231
N 7.646 -0.387 0.021 0.2670 -0.0131 -0.0123
C 6.957 -1.117 0.888 -0.0986 0.0205 -0.0331
C 5.570 -1.104 0.952 -0.0809 -0.0226 0.0359
H -1.622 0.266 5.581 -0.0500 -0.0186 -0.0441
H -2.619 0.573 3.269 -0.0110 0.0238 0.0863
H 2.074 -0.345 3.922 0.0080 0.0310 -0.0590
H 3.238 -0.157 2.198 -0.0078 0.0303 0.0111
H 3.188 -0.308 -2.060 0.0038 0.0124 -0.0094
H 2.018 -0.276 -3.788 -0.0003 -0.0184 0.0696
H -1.784 -0.488 -5.296 -0.0581 0.0190 0.0451
H -2.735 -0.055 -2.980 -0.0158 -0.0133 -0.0762
H 5.103 1.109 -1.568 0.0376 0.0172 -0.0004
H 7.588 0.966 -1.521 -0.0227 -0.0041 0.0007
H 7.540 -1.738 1.558 -0.0562 -0.0124 0.0177
H 5.052 -1.735 1.663 0.0164 0.0151 0.0110
C -3.398 -2.084 0.852 0.0694 -0.1806 0.0002
O -3.520 -0.802 0.214 0.4939 0.2868 0.1610
C -4.853 -0.481 -0.232 -0.2407 0.2075 -0.1004
C -5.164 0.952 0.134 0.1198 -0.1746 0.0352
O -4.143 1.801 -0.376 0.0114 0.0493 -0.1214
C -4.542 2.671 -1.443 -0.0046 0.0529 -0.0372
H -3.684 -2.884 0.168 0.0228 0.0486 -0.0418
H -4.025 -2.132 1.744 0.0064 0.0745 -0.0146
H -2.353 -2.203 1.133 -0.0183 -0.0430 0.0094
H -5.574 -1.138 0.257 0.0688 -0.0915 -0.0067
H -4.907 -0.636 -1.312 0.0133 -0.0512 0.0135
H -5.171 1.057 1.221 -0.0624 0.0510 -0.0024
H -6.144 1.239 -0.250 -0.0220 -0.0284 0.0134
H -5.390 3.285 -1.140 -0.0020 -0.0099 0.0245
H -4.799 2.106 -2.341 -0.0377 -0.0213 0.0211
H -3.697 3.324 -1.655 -0.0040 -0.0185 -0.0011
```
Positions in Å, forces in eV/Å.

Results
Kohn-Sham gap ... 6.85 eV
ΔE to the lowest compared entry with this formula, charge and spin ... 45.4 kJ/mol
Total charge ... +2
LUMO level ... -7.3 eV
Multiplicity ... 1

=====

> What is the multiplicity in the fourth record?

1

=====

> ΔE to the lowest compared entry with this formula, charge and spin of number 2 (C22H22N4O2)?

349.6 kJ/mol

=====

> What is the ΔE to the lowest compared entry with this formula, charge and spin in the fourth record?

55.8 kJ/mol